(1)
DFT (ωB97M-V/def2-TZVPD) results for a 10-piece molecular cluster, C31H58N2O39S10 overall in a non-equilibrium geometry.

```
140
Properties=species:S:1:pos:R:3:mulliken_charge:R:1
C -3.54 -2.75 -2.00 -1.235
C -2.37 -3.70 -2.51 0.866
C -1.30 -2.78 -3.18 -1.350
C -1.86 -4.47 -1.25 -1.009
C -0.38 -4.98 -1.34 -0.640
C 0.57 -4.31 -0.28 -0.484
O 0.61 -5.12 0.91 -0.303
C 1.43 -4.60 1.88 0.454
O 2.39 -3.93 1.57 -0.527
C 1.15 -4.91 3.36 -0.585
C 2.16 -4.24 4.35 -0.696
C 1.51 -3.00 5.06 0.670
C 2.39 -1.69 4.98 -0.373
S 1.67 -0.51 3.77 -0.371
C 2.76 -0.28 2.40 0.248
N 2.74 -0.91 1.25 0.233
N 3.69 -0.46 0.40 -0.634
C 4.31 0.50 1.08 0.054
O 3.80 0.66 2.30 -0.230
H -4.52 -3.28 -2.09 0.274
H -3.35 -2.46 -0.95 0.370
H -3.60 -1.81 -2.59 0.246
H -2.77 -4.38 -3.28 0.276
H -0.62 -3.37 -3.84 0.358
H -0.73 -2.16 -2.46 0.315
H -1.85 -2.08 -3.85 0.244
H -2.50 -5.38 -1.15 0.299
H -1.95 -3.89 -0.31 0.358
H -0.39 -6.07 -1.11 0.324
H 0.06 -4.90 -2.35 0.434
H 0.13 -3.32 -0.02 0.332
H 1.55 -4.22 -0.78 0.240
H 1.21 -6.02 3.53 0.265
H 0.12 -4.63 3.68 0.321
H 3.12 -3.96 3.90 0.476
H 2.39 -4.98 5.15 0.344
H 0.51 -2.75 4.64 0.672
H 1.37 -3.27 6.13 -0.838
H 3.46 -1.90 4.79 0.367
H 2.30 -1.20 5.98 0.126
H 5.12 1.05 0.59 0.404
C 3.01 -3.07 10.90 -0.360
C 4.13 -3.05 9.88 -0.328
O 3.46 -2.96 8.62 -0.219
S 2.10 -2.12 8.78 1.046
O 2.35 -0.78 8.38 -0.602
O 1.04 -2.89 8.24 -0.432
O 2.02 -2.16 10.39 -0.327
H 2.55 -4.06 10.97 0.276
H 3.34 -2.75 11.89 0.316
H 4.75 -3.93 9.93 0.342
H 4.75 -2.16 10.00 0.280
C -5.70 -1.14 -5.99 -0.326
C -4.61 -0.12 -6.24 -0.127
O -3.38 -0.83 -6.07 -0.315
S -3.59 -2.36 -6.54 1.002
O -3.12 -2.49 -7.87 -0.548
O -3.16 -3.21 -5.49 -0.422
O -5.20 -2.35 -6.58 -0.335
H -5.84 -1.31 -4.92 0.270
H -6.65 -0.86 -6.44 0.346
H -4.67 0.72 -5.55 0.321
H -4.65 0.26 -7.27 0.092
C -4.52 1.83 -10.58 -0.135
C -5.61 2.09 -11.60 -0.304
O -6.79 2.34 -10.82 -0.344
S -6.38 3.05 -9.44 1.118
O -6.56 4.45 -9.58 -0.557
O -6.94 2.31 -8.37 -0.525
O -4.80 2.74 -9.51 -0.342
H -4.58 0.81 -10.19 0.180
H -3.53 2.00 -10.98 0.353
H -5.76 1.25 -12.27 0.320
H -5.40 2.99 -12.18 0.286
C 0.12 -8.14 6.58 -0.398
C -1.16 -7.33 6.61 -0.264
O -1.00 -6.45 7.73 -0.357
S 0.56 -6.06 7.88 0.915
O 0.77 -4.80 7.25 -0.423
O 0.96 -6.32 9.21 -0.623
O 1.16 -7.21 6.92 -0.324
H 0.12 -8.93 7.33 0.324
H 0.31 -8.57 5.60 0.330
H -2.04 -7.96 6.75 0.325
H -1.27 -6.73 5.71 0.224
C -2.10 2.41 5.18 -0.385
C -0.92 2.40 4.22 0.170
O -1.51 2.47 2.92 -0.229
S -2.88 3.32 3.00 1.016
O -2.59 4.66 2.60 -0.480
O -3.92 2.56 2.42 -0.544
O -3.05 3.31 4.60 -0.340
H -2.56 1.42 5.24 0.314
H -1.82 2.74 6.18 0.318
H -0.31 1.52 4.32 -0.118
H -0.30 3.29 4.36 0.249
C -1.47 7.12 1.00 -0.259
C -0.22 6.38 0.57 -0.276
O 0.45 7.29 -0.31 -0.349
S 0.17 8.80 0.17 1.185
O 1.27 9.24 0.95 -0.479
O -0.32 9.54 -0.94 -0.555
O -1.06 8.48 1.16 -0.338
H -2.24 7.08 0.23 0.258
H -1.87 6.73 1.93 0.273
H -0.44 5.45 0.06 0.304
H 0.44 6.18 1.42 0.280
C 4.72 12.29 -1.66 -0.347
C 5.53 12.03 -0.41 -0.330
O 4.68 11.25 0.43 -0.313
S 3.73 10.32 -0.49 1.166
O 4.32 9.03 -0.57 -0.596
O 2.39 10.52 -0.10 -0.436
O 4.00 11.08 -1.90 -0.336
H 3.99 13.09 -1.51 0.279
H 5.34 12.53 -2.52 0.308
H 5.82 12.95 0.09 0.306
H 6.42 11.44 -0.63 0.291
C 6.13 1.12 6.10 -0.380
C 5.13 -0.02 6.10 0.219
O 5.92 -1.20 5.99 -0.216
S 7.32 -0.97 6.74 1.047
O 7.24 -1.52 8.04 -0.546
O 8.37 -1.30 5.84 -0.550
O 7.23 0.63 6.87 -0.345
H 6.48 1.34 5.09 0.324
H 5.72 2.03 6.55 0.334
H 4.42 0.05 5.27 0.064
H 4.58 -0.06 7.04 0.059
C -3.26 -2.48 -14.05 -0.308
C -2.88 -2.11 -12.63 -0.268
O -2.31 -0.80 -12.74 -0.309
S -3.02 -0.01 -13.94 1.005
O -4.04 0.82 -13.39 -0.446
O -2.02 0.50 -14.80 -0.552
O -3.74 -1.27 -14.64 -0.322
H -2.38 -2.81 -14.62 0.288
H -4.02 -3.25 -14.09 0.309
H -2.17 -2.81 -12.19 0.325
H -3.77 -2.04 -12.00 0.239
```

Summary:
HOMO energy   -9.622 eV
Multiplicity   1
Structure (SMILES)   CC(C)CCCOC(=O)CCCCSc1nnco1.O=S1(=O)OCCO1.O=S1(=O)OCCO1.O=S1(=O)OCCO1.O=S1(=O)OCCO1.O=S1(=O)OCCO1.O=S1(=O)OCCO1.O=S1(=O)OCCO1.O=S1(=O)OCCO1.O=S1(=O)OCCO1
Kohn-Sham gap   9.79 eV

(2)
DFT (ωB97M-V/def2-TZVPD) results for C10H14F6MnNO12S2 as an isolated structure in a non-equilibrium geometry.

```
46
Properties=species:S:1:pos:R:3:lowdin_spin:R:1
Mn 1.08 -0.25 0.92 5.004
C -3.60 -0.36 0.17 0.000
F -2.81 -0.94 -0.78 0.001
F -4.84 -0.40 -0.25 0.000
F -3.51 -1.13 1.20 0.000
S -3.08 1.49 0.54 0.001
O -2.71 1.92 -0.80 0.000
O -4.24 2.11 1.20 0.001
N -1.65 1.28 1.38 0.011
S -1.83 1.95 2.73 0.003
O -3.15 1.83 3.41 0.001
O -0.73 1.60 3.62 0.004
C -1.64 3.85 2.33 0.000
F -0.32 4.05 2.13 0.000
F -2.22 4.23 1.20 0.000
F -1.93 4.68 3.33 0.000
O 1.76 -1.40 -1.58 -0.011
H 1.35 -0.90 -2.31 0.003
O 2.91 -0.44 3.06 -0.025
H 2.27 -0.12 3.73 0.005
C 3.63 5.17 -5.48 0.000
C 3.98 5.35 -3.96 0.000
C 3.13 6.28 -3.17 0.000
O 2.38 5.44 -2.25 0.000
C 2.75 4.25 -2.36 0.000
O 2.46 3.29 -1.63 0.001
O 3.83 4.13 -3.24 0.000
H 4.45 4.55 -5.83 0.000
H 3.89 6.03 -6.10 0.000
H 2.70 4.64 -5.67 0.000
H 5.01 5.69 -3.93 0.000
H 2.35 6.81 -3.73 0.000
H 3.72 6.92 -2.52 0.000
C -1.77 -8.24 2.88 0.000
C -0.73 -7.59 1.92 0.000
C -1.36 -6.92 0.63 0.000
O -0.99 -5.64 0.78 0.000
C -0.63 -5.27 1.96 0.000
O -0.32 -4.15 2.35 0.001
O -0.47 -6.39 2.69 0.000
H -2.16 -9.02 2.23 0.000
H -2.56 -7.55 3.19 0.000
H -1.24 -8.56 3.78 0.000
H 0.25 -8.06 1.84 0.000
H -2.44 -6.80 0.67 0.000
H -0.99 -7.40 -0.28 0.000
```

Summary:
HOMO energy (alpha / beta)   -5.683 / -5.914 eV
Multiplicity   6
Kohn-Sham gap (alpha / beta)   6.87 / 7.01 eV
Net charge   -1

(3)
DFT (ωB97M-V/def2-TZVPD) results for a 22-piece molecular cluster, C9H60NO22 overall in a non-equilibrium geometry.

```
92
Properties=species:S:1:pos:R:3:mulliken_charge:R:1
C -1.09 2.70 -0.42 -1.739
C -0.02 1.85 0.38 1.664
C -0.73 1.56 1.72 -1.050
C -0.24 0.54 2.63 -0.961
C 0.10 -0.80 2.02 -1.016
C 0.88 -0.60 0.64 1.501
N 0.19 0.49 -0.19 0.333
O 0.63 0.37 -1.63 -0.927
C 0.78 -1.98 -0.01 -1.755
C 2.37 -0.34 1.02 -1.901
C 1.25 2.69 0.56 -1.459
H -0.73 2.92 -1.43 0.320
H -1.29 3.66 0.07 0.349
H -2.06 2.22 -0.49 0.379
H -1.75 1.27 1.46 0.348
H -0.84 2.39 2.42 0.330
H -0.95 0.43 3.45 0.417
H 0.59 0.84 3.27 0.367
H -0.84 -1.32 1.81 0.405
H 0.69 -1.31 2.78 0.364
H 0.84 -2.70 0.80 0.433
H 1.45 -2.22 -0.84 0.247
H -0.23 -2.12 -0.40 0.389
H 2.94 -1.20 1.38 0.431
H 2.49 0.47 1.73 0.366
H 3.11 -0.21 0.23 0.333
H 2.17 2.10 0.59 0.246
H 1.36 3.35 1.41 0.201
H 1.32 3.27 -0.36 0.403
O 5.43 2.77 -2.22 -0.663
H 4.65 2.85 -1.67 0.336
H 5.32 1.94 -2.68 0.318
O -5.19 7.64 -0.54 -0.639
H -4.71 6.99 -1.05 0.325
H -4.50 8.14 -0.10 0.314
O -2.05 -6.02 6.43 -0.642
H -2.94 -6.37 6.48 0.315
H -1.93 -5.78 5.51 0.325
O 2.46 6.45 4.75 -0.626
H 1.51 6.51 4.62 0.320
H 2.57 5.72 5.36 0.314
O 5.47 8.27 2.45 -0.651
H 4.84 7.84 3.03 0.325
H 5.96 7.56 2.05 0.317
O 4.57 -0.84 -4.16 -0.638
H 4.64 -1.77 -4.39 0.296
H 3.67 -0.75 -3.83 0.339
O -1.53 2.33 -5.96 -0.655
H -1.68 3.15 -5.50 0.317
H -1.15 1.75 -5.30 0.336
O -6.14 -4.11 3.17 -0.635
H -5.56 -4.62 2.61 0.323
H -6.99 -4.54 3.08 0.312
O 2.65 3.75 -5.90 -0.634
H 2.02 3.29 -6.45 0.319
H 2.96 3.09 -5.28 0.320
O -2.11 -6.79 -2.50 -0.618
H -1.95 -6.41 -3.36 0.307
H -2.39 -7.69 -2.69 0.314
O -6.52 0.39 1.81 -0.644
H -5.97 -0.02 2.48 0.315
H -6.04 0.27 1.00 0.323
O -2.45 -6.79 1.84 -0.644
H -1.58 -7.11 2.07 0.323
H -2.41 -6.67 0.89 0.314
O -2.27 7.40 5.10 -0.637
H -3.01 7.45 5.70 0.315
H -2.56 7.84 4.31 0.322
O -6.00 5.99 5.51 -0.643
H -5.21 5.64 5.11 0.325
H -5.91 5.77 6.44 0.318
O 0.94 -8.70 1.12 -0.637
H 0.99 -9.65 1.26 0.310
H 1.01 -8.60 0.17 0.326
O -4.35 -0.81 -2.06 -0.620
H -4.70 -0.61 -2.93 0.300
H -3.40 -0.72 -2.15 0.324
O -2.15 -2.64 -5.16 -0.639
H -1.47 -2.28 -4.59 0.335
H -2.66 -1.88 -5.44 0.300
O 2.22 -8.83 -2.90 -0.618
H 2.12 -8.00 -3.38 0.310
H 3.07 -9.16 -3.18 0.313
O 1.98 7.62 -3.34 -0.646
H 2.93 7.71 -3.44 0.317
H 1.80 6.70 -3.53 0.327
O 6.21 -6.10 0.79 -0.649
H 6.15 -5.24 0.38 0.326
H 5.43 -6.16 1.34 0.324
O 4.73 -4.83 -5.23 -0.612
H 5.00 -5.73 -5.40 0.301
H 3.78 -4.88 -5.13 0.315
```

Summary:
HOMO energy   -2.532 eV
Multiplicity   1
Kohn-Sham gap   3.69 eV
Net charge   -1

(4)
DFT (ωB97M-V/def2-TZVPD) results for one molecule with the formula C10H11F4N2O4P in a non-equilibrium geometry.

```
32
Properties=species:S:1:pos:R:3:mulliken_charge:R:1
N -1.47 -1.03 2.70 -0.847
P -0.04 -0.80 2.18 1.181
O 0.80 0.16 3.19 -0.450
O 0.83 -2.19 2.14 -0.544
C -0.06 -0.04 0.50 0.317
C -0.48 -0.70 -0.57 0.590
C -1.00 -2.12 -0.56 -0.921
C -2.57 -2.04 -0.54 -0.609
N -3.17 -3.15 0.23 -0.615
C -0.48 0.05 -1.89 0.120
O -1.30 -0.20 -2.70 -0.522
C 0.56 1.12 -2.08 -0.488
C 0.97 1.80 -1.04 -0.256
C 1.98 2.92 -1.16 0.880
F 1.32 4.08 -1.01 -0.289
F 2.54 2.92 -2.38 -0.305
C 3.13 2.89 -0.14 0.050
F 2.74 3.20 1.10 -0.218
F 3.79 1.73 -0.19 -0.276
C 0.39 1.40 0.29 -0.201
O 0.22 2.16 1.18 -0.473
H -2.16 -0.74 2.02 0.284
H 1.64 0.35 2.73 0.322
H 1.66 -2.00 1.66 0.371
H -0.64 -2.69 0.30 0.350
H -0.67 -2.67 -1.45 0.409
H -2.80 -1.11 0.00 0.363
H -2.91 -1.97 -1.57 0.406
H -3.75 -2.73 0.94 0.260
H -3.84 -3.62 -0.39 0.260
H 0.95 1.33 -3.07 0.556
H 3.84 3.68 -0.43 0.297
```

Summary:
HOMO energy   -9.480 eV
Multiplicity   1
Structure (SMILES)   N=P(O)(O)C1=C(CCN)C(=O)C=C(C(F)(F)C(F)F)C1=O
Kohn-Sham gap   7.96 eV

| no. | total energy (eV) |
| --- | --- |
| 1 | -224260.461 |
| 2 | -105947.198 |
| 3 | -56838.620 |
| 4 | -41876.887 |